Version A
# C5H6N2O

An isolated molecule of C5H6N2O (ωB97M-V/def2-TZVPD, the Open Molecules 2025 dataset).

Values from the calculation:
multiplicity	1
SMILES	C1=C2CCN=C2ON1
HOMO level	-8.1	eV

```
14
C5H6N2O (ωB97M-V/def2-TZVPD)
C -1.29 1.25 -0.23
C -0.10 0.75 0.12
C 1.39 1.16 0.30
C 2.08 -0.09 -0.17
N 1.16 -1.27 -0.37
C -0.02 -0.70 0.22
O -1.26 -1.29 0.23
N -2.13 0.00 -0.23
H -1.88 2.23 -0.70
H 1.58 1.27 1.37
H 1.65 2.12 -0.33
H 2.94 0.06 -0.85
H 2.83 -0.82 0.59
H -2.62 0.11 0.84
```

Mulliken charges, unit e, in atom order: -0.51, 0.28, -0.29, -0.47, -0.52, 0.42, -0.30, -0.30, 0.31, 0.20, 0.27, 0.36, 0.22, 0.31

=====

Version B
# C5H6N2O

An isolated molecule of C5H6N2O (ωB97M-V/def2-TZVPD, the Open Molecules 2025 dataset).

Values from the calculation:
multiplicity	1
SMILES	C=C(C#N)N(C)C=O
HOMO level	-9.4	eV

```
14
C5H6N2O (ωB97M-V/def2-TZVPD)
C -0.95 0.28 1.61
C -0.54 0.66 0.37
C -1.04 1.88 -0.25
N -1.57 2.83 -0.61
N 0.30 -0.15 -0.40
C 0.90 -1.32 0.23
C 0.59 0.10 -1.73
O 0.28 1.10 -2.31
H -1.65 0.87 2.14
H -0.68 -0.74 2.03
H 1.56 -0.92 1.06
H 0.12 -2.01 0.62
H 1.46 -1.87 -0.50
H 1.23 -0.70 -2.26
```

Mulliken charges, unit e, in atom order: -1.04, 0.87, 0.08, -0.42, 0.08, -1.10, 0.21, -0.50, 0.34, 0.23, 0.37, 0.33, 0.32, 0.24

=====

Version C
# C5H6N2O

An isolated molecule of C5H6N2O (ωB97M-V/def2-TZVPD, the Open Molecules 2025 dataset).

Values from the calculation:
multiplicity	1
SMILES	NC1=CN=C/C1=C/O
HOMO level	-8.6	eV

```
14
C5H6N2O (ωB97M-V/def2-TZVPD)
N -0.60 1.70 -0.03
C 0.39 0.60 0.07
C 1.77 0.67 0.02
N 2.24 -0.75 0.03
C 1.12 -1.49 -0.12
C -0.10 -0.69 0.10
C -1.34 -1.09 0.13
O -2.55 -0.47 -0.04
H -0.94 2.02 0.94
H 0.08 2.42 -0.69
H 2.60 1.34 0.01
H 0.98 -2.54 0.03
H -1.53 -2.23 -0.08
H -2.11 0.51 -0.36
```

Mulliken charges, unit e, in atom order: -0.69, 0.75, -0.63, -0.54, -0.61, 0.34, -0.09, -0.54, 0.29, 0.29, 0.41, 0.34, 0.24, 0.45

=====

Version D
# C5H6N2O

An isolated molecule of C5H6N2O (ωB97M-V/def2-TZVPD, the Open Molecules 2025 dataset).

Values from the calculation:
multiplicity	1
SMILES	O=C1[C@@H]2C[C@H]1N=CN2
HOMO level	-8.5	eV

```
14
C5H6N2O (ωB97M-V/def2-TZVPD)
O -2.34 -0.33 -1.07
C -1.27 -0.16 -0.63
C -0.60 -0.61 0.63
C -0.20 0.87 0.93
C -0.15 1.05 -0.56
N 1.13 0.72 -1.07
C 1.50 -0.43 -0.71
N 0.52 -1.28 -0.14
H -1.07 -1.27 1.37
H -1.02 1.45 1.38
H 0.72 1.06 1.48
H -0.49 2.03 -0.87
H 2.37 -0.97 -1.07
H 0.91 -2.12 0.31
```

Mulliken charges, unit e, in atom order: -0.51, 0.28, -0.19, -0.64, -0.15, -0.58, -0.09, -0.30, 0.46, 0.31, 0.29, 0.45, 0.38, 0.27

=====

Result of the stability comparison: version A is the least stable of them.

=====

Version A
# CH4N2O3

An isolated molecule of CH4N2O3 (ωB97M-V/def2-TZVPD, the Open Molecules 2025 dataset).

Values from the calculation:
multiplicity	1
SMILES	O=C(NO)NO
HOMO level	-9.9	eV

```
10
CH4N2O3 (ωB97M-V/def2-TZVPD)
O -0.15 -1.38 -1.59
C -0.11 -0.60 -0.68
N 0.41 -1.05 0.62
O 0.91 -0.17 1.60
N -0.39 0.74 -0.83
O -0.83 1.63 0.23
H 1.10 -1.81 0.59
H 1.22 0.55 1.10
H -0.72 1.05 -1.75
H -1.43 1.04 0.73
```

Mulliken charges, unit e, in atom order: -0.55, 0.49, -0.19, -0.37, -0.19, -0.38, 0.26, 0.34, 0.24, 0.36

=====

Version B
# CH4N2O3

A 3-piece molecular cluster, CH4N2O3 overall (ωB97M-V/def2-TZVPD, the Open Molecules 2025 dataset).

Values from the calculation:
multiplicity	1
HOMO level (spin up / spin down)	-9.4 / -9.4	eV

```
10
CH4N2O3 (ωB97M-V/def2-TZVPD)
N 0.67 -0.73 -0.39
N -0.66 -0.41 1.44
C -0.04 0.27 -0.58
O 1.70 -0.38 -2.03
O -1.30 0.76 1.77
O -0.71 1.11 -1.02
H 2.30 0.33 -1.74
H -2.02 0.95 1.15
H 1.41 -0.81 0.29
H -1.36 -1.08 1.11
```

Mulliken charges, unit e, in atom order: -0.40, -0.38, 0.83, -0.55, -0.31, -0.40, 0.30, 0.33, 0.33, 0.26

=====

Result of the stability comparison: version B is the least stable of them.

=====

Version A
# CH4N2O3

A 2-piece molecular cluster, CH4N2O3 overall (ωB97M-V/def2-TZVPD, the Open Molecules 2025 dataset).

Values from the calculation:
multiplicity	1
SMILES	NC=O.O=NO
HOMO level	-9.8	eV

```
10
CH4N2O3 (ωB97M-V/def2-TZVPD)
N 0.81 -0.26 -0.48
C 0.34 0.54 0.43
O -0.88 0.73 0.61
H 0.17 -0.66 -1.21
H 1.83 -0.33 -0.68
H 0.95 1.17 1.05
O -5.10 0.34 -0.51
N -3.95 0.34 -0.18
O -3.56 -0.75 0.54
H -2.56 -0.67 0.50
```

Mulliken charges, unit e, in atom order: -0.33, 0.09, -0.62, 0.26, 0.23, 0.36, -0.39, 0.29, -0.32, 0.44

=====

Version B
# CH4N2O3

A 2-piece molecular cluster, CH4N2O3 overall (ωB97M-V/def2-TZVPD, the Open Molecules 2025 dataset).

Values from the calculation:
multiplicity	1
SMILES	O=[N+]([O-])O.C=N
HOMO level	-10.1	eV

```
10
CH4N2O3 (ωB97M-V/def2-TZVPD)
O 1.44 -2.53 0.07
N 0.59 -1.69 0.15
O 0.18 -1.12 1.17
O 0.00 -1.43 -1.06
H -0.54 -0.65 -0.98
C -0.15 1.74 -0.13
N -0.76 0.74 0.34
H -0.02 2.70 0.21
H 0.28 1.53 -1.09
H -1.03 0.70 1.33
```

Mulliken charges, unit e, in atom order: -0.54, 1.02, -0.48, -0.43, 0.46, -0.17, -0.55, 0.32, 0.15, 0.22

=====

Result of the stability comparison: version B is the least stable of them.